No. 1
Below is a structure of composition C25H49Cl3DyN5O3Si, with properties calculated with ωB97M-V with the def2-TZVPD basis set.

Properties
HOMO level (spin up / spin down), Eh: -0.3013 / -0.3013
Spin multiplicity: 6

Positions of all 87 atoms, in Å:
C 2.426 -2.298 -7.180
C 1.825 -1.497 -8.294
H 2.307 -3.373 -7.363
H 1.969 -2.042 -6.213
H 3.505 -2.089 -7.103
C 1.670 -1.961 -9.548
C 2.062 -3.326 -9.999
H 1.292 -1.308 -10.333
H 1.767 -4.118 -9.295
H 3.146 -3.414 -10.169
H 1.582 -3.528 -10.966
Dy 0.422 -0.050 -0.628
Cl 2.367 1.523 -0.034
Cl 1.624 -1.072 -2.664
C -0.145 2.725 -1.937
O -0.755 1.731 -1.420
N -0.741 3.644 -2.668
C -2.177 3.563 -2.932
C 0.048 4.630 -3.406
H 0.942 2.832 -1.792
H -2.656 3.048 -2.091
H -2.381 3.007 -3.864
H -2.571 4.581 -3.038
H 1.036 4.684 -2.930
H -0.436 5.611 -3.372
H 0.187 4.350 -4.462
H -0.057 -4.854 -0.990
H -0.617 -2.601 -2.897
C -1.145 -4.725 -0.868
C -1.606 -2.979 -2.580
N -1.574 -3.365 -1.175
H -1.422 -4.967 0.163
C -1.615 -2.425 -0.241
O -1.642 -1.178 -0.512
H -2.355 -2.190 -2.723
H -1.560 -2.783 0.791
H -1.656 -5.406 -1.560
H -1.873 -3.872 -3.151
O 0.455 -0.268 -6.825
C 1.403 -0.100 -7.883
C -0.237 0.574 -9.743
C 0.954 0.780 -9.044
H -0.925 -0.211 -9.427
C -0.501 1.328 -10.903
H 2.300 0.353 -7.429
C 1.878 1.726 -9.500
H -1.443 1.183 -11.441
C 0.452 2.240 -11.380
C 1.647 2.443 -10.677
H 2.811 1.843 -8.956
H 0.267 2.796 -12.309
H 2.398 3.147 -11.043
Si -0.748 0.611 -6.055
Cl 1.259 -2.311 0.411
C -2.382 0.134 -6.822
C -0.450 2.422 -6.411
C -0.678 0.080 -4.290
H -2.428 0.425 -7.880
H -3.196 0.643 -6.285
H -2.541 -0.950 -6.744
H -0.625 -1.017 -4.243
H -1.500 0.423 -3.649
H 0.273 0.458 -3.881
H -0.439 2.594 -7.499
H 0.511 2.767 -6.004
H -1.252 3.043 -5.983
C 2.133 0.167 3.686
N 0.746 0.248 4.133
C 0.520 -0.199 5.493
C -0.241 0.394 3.182
N 0.044 0.592 1.911
N -1.550 0.271 3.542
C -2.100 0.533 4.851
C -2.503 0.266 2.450
H 2.762 -0.118 4.534
H 2.453 1.139 3.293
H 2.241 -0.581 2.889
H 0.101 0.608 6.111
H -0.118 -1.095 5.542
H 1.489 -0.467 5.913
H 1.010 0.924 1.834
H -3.183 0.621 4.715
H -1.917 -0.304 5.536
H -1.719 1.466 5.299
H -2.445 1.200 1.876
H -2.299 -0.566 1.772
H -3.504 0.156 2.871

What are the Löwdin partial charges on each atom? They are as follows, in elementary charge units:
1 C -0.032
2 C -0.230
3 H 0.072
4 H 0.079
5 H 0.096
6 C -0.101
7 C -0.105
8 H 0.099
9 H 0.071
10 H 0.084
11 H 0.069
12 Dy 0.869
13 Cl -0.118
14 Cl -0.106
15 C -0.295
16 O -0.215
17 N -0.151
18 C -0.011
19 C -0.017
20 H 0.085
21 H 0.099
22 H 0.088
23 H 0.096
24 H 0.101
25 H 0.095
26 H 0.073
27 H 0.094
28 H 0.042
29 C -0.044
30 C -0.035
31 N -0.175
32 H 0.095
33 C -0.375
34 O -0.233
35 H 0.097
36 H 0.125
37 H 0.089
38 H 0.094
39 O -0.175
40 C -0.281
41 C -0.056
42 C -0.208
43 H 0.116
44 C -0.072
45 H 0.149
46 C -0.034
47 H 0.103
48 C -0.095
49 C -0.079
50 H 0.115
51 H 0.102
52 H 0.103
53 Si 0.398
54 Cl -0.158
55 C -0.160
56 C -0.147
57 C -0.223
58 H 0.017
59 H 0.030
60 H 0.039
61 H 0.000
62 H 0.039
63 H -0.047
64 H 0.035
65 H 0.033
66 H 0.021
67 C -0.049
68 N -0.134
69 C -0.074
70 C -0.409
71 N 0.003
72 N -0.147
73 C -0.074
74 C -0.057
75 H 0.083
76 H 0.086
77 H 0.076
78 H 0.082
79 H 0.092
80 H 0.080
81 H -0.078
82 H 0.083
83 H 0.071
84 H 0.097
85 H 0.093
86 H 0.061
87 H 0.082

***

No. 2
Below is a structure of composition C4H2Br2N2O2S, with properties calculated with ωB97M-V with the def2-TZVPD basis set.

Properties
HOMO level, Eh: -0.3216
Spin multiplicity: 1

Positions of all 13 atoms, in Å:
C -0.156 1.034 -1.370
C 0.109 -0.536 0.768
C -1.467 0.935 -1.156
C -1.159 -0.826 0.843
N 0.915 1.313 -1.920
N 1.342 -0.492 0.915
O 2.108 0.474 0.979
O 2.019 -1.746 0.953
S -2.249 -0.481 -0.508
Br -2.601 2.404 -1.320
Br -1.924 -1.506 2.390
H 1.208 -2.260 0.857
H 1.856 1.686 -1.431

What are the natural (NBO) partial charges on each atom? They are as follows, in elementary charge units:
1 C 0.393
2 C 0.033
3 C -0.545
4 C -0.307
5 N -0.573
6 N 0.352
7 O -0.444
8 O -0.496
9 S 0.411
10 Br 0.131
11 Br 0.144
12 H 0.465
13 H 0.435

***

No. 3
Below is a structure of composition C39H66BN5O3P2SeTl, with properties calculated with ωB97M-V with the def2-TZVPD basis set.

Properties
HOMO level, Eh: -0.1182
Total charge: -1
Spin multiplicity: 1

Positions of all 118 atoms, in Å:
Tl 0.379 0.873 -0.918
C -5.306 -1.513 1.345
C -3.875 -1.825 0.900
C -3.848 -3.176 0.181
C -3.005 -1.959 2.161
P -2.977 -0.543 -0.160
C -3.586 0.975 0.718
N -2.852 2.181 0.411
B -1.414 2.363 0.160
N -1.357 3.815 -0.085
C -0.257 4.653 -0.507
P 1.385 3.813 -0.362
C 2.290 4.679 -1.776
C 2.098 6.193 -1.924
C 3.784 4.368 -1.668
C 1.764 3.999 -3.050
C 2.012 4.457 1.288
C 0.914 4.096 2.300
C 3.269 3.672 1.681
C 2.299 5.955 1.371
C -2.614 4.386 -0.019
C -3.024 5.691 -0.225
C -4.380 5.994 -0.084
C -5.292 5.008 0.259
C -4.881 3.689 0.464
C -3.539 3.378 0.312
C -3.843 -0.419 -1.833
C -3.188 -1.464 -2.746
C -3.518 0.966 -2.408
C -5.360 -0.594 -1.858
H -5.654 -2.316 2.005
H -6.005 -1.448 0.514
H -5.365 -0.584 1.914
H -4.180 -3.959 0.872
H -2.839 -3.426 -0.152
H -4.514 -3.196 -0.682
H -3.390 -2.778 2.778
H -3.019 -1.054 2.770
H -1.970 -2.176 1.902
H -3.539 0.764 1.791
H -4.642 1.120 0.476
H -0.253 5.585 0.073
H -0.398 4.945 -1.554
H 2.650 6.754 -1.173
H 1.050 6.491 -1.866
H 2.468 6.507 -2.906
H 4.249 4.898 -0.838
H 4.289 4.682 -2.587
H 3.959 3.298 -1.534
H 0.717 4.239 -3.245
H 1.854 2.913 -2.992
H 2.348 4.347 -3.908
H 0.636 3.043 2.224
H 0.011 4.694 2.163
H 1.295 4.281 3.309
H 3.073 2.600 1.702
H 3.582 3.987 2.682
H 4.103 3.855 1.003
H 1.471 6.567 1.007
H 3.198 6.223 0.815
H 2.472 6.224 2.418
H -2.313 6.463 -0.493
H -4.719 7.011 -0.242
H -6.339 5.259 0.371
H -5.607 2.935 0.741
H -2.104 -1.332 -2.772
H -3.574 -1.353 -3.764
H -3.387 -2.485 -2.419
H -2.455 1.200 -2.340
H -4.069 1.759 -1.901
H -3.801 0.979 -3.465
H -5.666 -1.605 -1.588
H -5.726 -0.401 -2.872
H -5.862 0.111 -1.193
O 3.641 -0.275 2.043
N 2.901 -0.089 1.066
O 3.108 -0.656 -0.014
O 1.925 0.708 1.185
C 0.348 -3.752 -4.401
C 1.369 -4.790 -3.943
C 1.567 -4.797 -2.431
C 2.193 -3.504 -1.925
N 2.539 -3.578 -0.520
C 1.747 -3.118 0.486
Se 0.110 -2.333 0.248
N 2.433 -3.286 1.646
C 1.977 -2.845 2.962
C 0.784 -3.636 3.487
C 0.948 -5.151 3.461
C 2.067 -5.674 4.355
C 3.678 -3.830 1.374
C 4.752 -4.158 2.185
C 5.870 -4.713 1.575
C 5.915 -4.932 0.198
C 4.844 -4.595 -0.617
C 3.733 -4.039 -0.006
H 0.215 -3.777 -5.484
H 0.648 -2.740 -4.129
H -0.623 -3.936 -3.937
H 2.330 -4.605 -4.435
H 1.047 -5.784 -4.264
H 2.194 -5.642 -2.130
H 0.601 -4.919 -1.932
H 1.496 -2.671 -2.012
H 3.098 -3.251 -2.484
H 1.749 -1.782 2.911
H 2.834 -2.956 3.626
H -0.093 -3.359 2.904
H 0.608 -3.296 4.514
H 1.116 -5.475 2.429
H 0.001 -5.603 3.767
H 3.048 -5.354 4.004
H 2.076 -6.765 4.383
H 1.946 -5.315 5.380
H 4.740 -3.972 3.249
H 6.726 -4.973 2.183
H 6.803 -5.364 -0.243
H 4.879 -4.750 -1.687

Here are the Löwdin charges for atoms 1 to 99, given in e:
1 Tl 0.523
2 C -0.097
3 C -0.706
4 C -0.110
5 C -0.132
6 P 1.092
7 C -0.314
8 N -0.048
9 B -0.522
10 N -0.045
11 C -0.326
12 P 1.072
13 C -0.705
14 C -0.094
15 C -0.105
16 C -0.124
17 C -0.692
18 C -0.096
19 C -0.094
20 C -0.099
21 C -0.190
22 C -0.028
23 C -0.125
24 C -0.125
25 C -0.031
26 C -0.195
27 C -0.699
28 C -0.112
29 C -0.094
30 C -0.099
31 H 0.081
32 H 0.055
33 H 0.070
34 H 0.082
35 H 0.053
36 H 0.058
37 H 0.083
38 H 0.073
39 H -0.018
40 H 0.088
41 H 0.068
42 H 0.082
43 H 0.086
44 H 0.058
45 H 0.068
46 H 0.080
47 H 0.059
48 H 0.081
49 H 0.088
50 H 0.074
51 H 0.045
52 H 0.080
53 H 0.071
54 H 0.077
55 H 0.085
56 H 0.057
57 H 0.085
58 H 0.060
59 H 0.069
60 H 0.062
61 H 0.081
62 H 0.097
63 H 0.087
64 H 0.087
65 H 0.095
66 H 0.070
67 H 0.081
68 H 0.060
69 H 0.054
70 H 0.078
71 H 0.086
72 H 0.059
73 H 0.082
74 H 0.072
75 O -0.033
76 N -0.595
77 O -0.081
78 O -0.222
79 C -0.106
80 C -0.266
81 C -0.193
82 C -0.174
83 N -0.024
84 C -0.651
85 Se 0.679
86 N -0.001
87 C -0.140
88 C -0.200
89 C -0.254
90 C -0.105
91 C -0.137
92 C -0.013
93 C -0.097
94 C -0.101
95 C -0.009
96 C -0.144
97 H 0.066
98 H 0.071
99 H 0.074

***

Record-wise F_max values, in eV Å⁻¹: 2.0 3.5 0.3
Record-wise relative energy (zero: lowest compared OMol25 entry of this formula, charge and spin) values, in kJ/mol: 13.6 238.5 0.0